(1)
Molecular formula: C17H14BrGdNO3S
Method: DFT, ωB97M-V/def2-TZVPD

Each line ends with the Mulliken spin population.
Geometry (Å):
C -0.90986 -1.17518 -3.68014  0.02
C -0.95650 -2.18611 -2.66581  -0.02
C -1.69166 -1.64334 -1.54207  0.05
H -0.46771 -3.15208 -2.69043  0.00
C -2.09557 -0.30283 -1.87308  0.01
C -1.59785 0.00099 -3.18970  -0.01
H -1.68599 0.96083 -3.68731  0.00
H -0.40359 -1.26157 -4.63428  0.00
H -1.82583 -2.12260 -0.58273  0.00
H -2.61518 0.38575 -1.21781  0.00
Gd 0.26678 -0.39064 -1.64850  6.70
Br 1.12440 -2.32135 -0.21871  0.16
C 2.29322 0.77042 -1.45666  0.01
C 1.46277 1.55951 -2.33852  -0.01
C 1.29794 0.80815 -3.55939  0.01
H 0.97283 2.49395 -2.08268  0.00
C 2.01397 -0.44095 -3.42315  0.00
C 2.64478 -0.45107 -2.14188  0.00
H 3.23036 -1.25896 -1.72298  0.00
H 2.54532 1.01086 -0.43838  0.00
H 0.68931 1.11200 -4.40522  0.01
H 2.04014 -1.25068 -4.14659  0.00
O -2.19307 -0.57777 0.97727  0.00
C -1.13493 -0.08096 1.41237  -0.01
N -0.01724 0.21480 0.69184  0.04
S 1.23030 0.95563 1.62249  0.00
O 2.35006 0.11745 1.64977  0.00
O 1.37055 2.27329 1.16128  0.00
C 0.22388 0.80971 3.15723  0.00
C 0.56659 1.15125 4.46902  0.00
C -0.36809 0.91446 5.48701  0.00
C -1.61521 0.34686 5.17986  0.00
C -1.93990 0.00957 3.87039  0.00
C -0.99286 0.24703 2.85574  0.00
H 1.54175 1.58383 4.68247  0.00
H -0.11806 1.16829 6.51885  0.00
H -2.33349 0.16225 5.98429  0.00
H -2.90232 -0.44077 3.62616  0.00

As for the multiplicity: 8. The calculation puts the HOMO energy (alpha / beta) at -4.5515 / -4.6807 eV. The value obtained for the LUMO energy (alpha / beta) is 2.7 / 1.0 eV. The charge is -1. The value obtained for the orbital gap (alpha / beta) is 7.29 / 5.72 eV.



(2)
Molecular formula: C17H34AlO9
Method: DFT, ωB97M-V/def2-TZVPD

Each line ends with the natural charge from an NBO analysis.
Geometry (Å):
C 4.37014 1.34223 -0.73349  -0.73
C 4.26013 2.99235 -0.89528  0.80
O 4.26990 3.80418 0.17899  -0.55
O 4.09329 3.64666 -2.21100  -0.59
C 2.66852 3.84013 -2.54449  0.79
O 2.19024 3.37445 -3.71907  -0.63
C 1.55063 4.56348 -1.55232  -1.04
Al 0.76041 3.07754 -0.38077  1.14
C -1.07110 3.49308 0.44188  -0.62
O -2.23155 3.09966 -0.37145  -0.58
C -2.04045 1.80133 -1.03560  0.23
O -1.60695 0.70601 -0.14949  -0.58
C -1.15493 -0.46911 -0.94682  -0.09
C 0.31606 -1.04830 -0.50441  -0.09
O 0.85457 -1.92618 -1.58217  -0.76
H 5.40472 0.93885 -1.10481  0.23
H 3.46744 0.81614 -1.30590  0.27
H 4.25685 1.10173 0.41240  0.26
H 2.05491 5.36526 -0.82698  0.24
H 0.77770 5.11510 -2.25088  0.25
H 0.74362 1.73324 -1.24591  -0.45
H 1.83261 2.81933 0.79721  -0.41
H -1.12875 4.68072 0.54779  0.17
H -1.11191 3.09082 1.56321  0.23
H -3.11460 1.48102 -1.44611  0.13
H -1.37150 1.91230 -2.01756  0.17
H -1.10062 -0.25293 -2.10508  0.19
H -1.93448 -1.36362 -0.83014  0.16
H 0.18074 -1.68891 0.47065  0.17
H 1.12803 -0.22061 -0.30052  0.22
H 1.49814 -1.41187 -2.16940  0.49
C -3.68428 0.56611 3.22925  -0.73
C -2.70145 1.55576 3.79553  0.59
O -2.07195 2.31963 3.06551  -0.52
C -2.51870 1.57463 5.28962  -0.72
H -3.71219 0.66574 2.13892  0.25
H -3.37318 -0.45118 3.47959  0.23
H -4.68329 0.76684 3.62447  0.21
H -2.15565 0.60218 5.63177  0.23
H -3.46573 1.82029 5.77668  0.22
H -1.77958 2.33796 5.55512  0.24
C 5.20691 -2.99090 -1.74648  -0.72
C 4.44128 -2.98209 -3.04253  0.59
O 3.28446 -2.56809 -3.09803  -0.54
C 5.14588 -3.49942 -4.26809  -0.72
H 4.57352 -2.58973 -0.94810  0.25
H 5.48852 -4.01479 -1.48830  0.22
H 6.09661 -2.36248 -1.83618  0.23
H 5.42479 -4.54606 -4.12221  0.22
H 6.03285 -2.89371 -4.47018  0.23
H 4.47230 -3.43286 -5.12909  0.24
C -5.63288 -3.73513 2.69200  -0.72
C -4.34750 -3.56714 1.92675  0.59
O -3.27036 -3.44244 2.50723  -0.54
C -4.43104 -3.55769 0.42375  -0.72
H -5.41989 -3.72305 3.76625  0.23
H -6.31307 -2.91152 2.46107  0.23
H -6.09433 -4.69268 2.43769  0.23
H -5.05775 -2.72611 0.09176  0.23
H -4.83893 -4.50729 0.06834  0.22
H -3.42713 -3.42885 0.00538  0.25

The calculation puts the HOMO energy at -4.4543 eV. The value obtained for the LUMO energy is 2.3 eV. The charge is -1. The value obtained for the orbital gap is 6.75 eV.



(3)
Molecular formula: C4H9AlFO2
Method: DFT, ωB97M-V/def2-TZVPD

Each line ends with the natural charge from an NBO analysis.
Geometry (Å):
F -1.59921 -0.90170 -1.76135  -0.75
C 1.66957 -1.18491 -1.02592  -0.62
O 1.84036 -0.87279 0.38699  -0.53
C 1.57310 0.45496 0.74623  -0.12
C 0.10735 0.75174 1.03956  -0.12
O -0.69205 0.78427 -0.12650  -0.80
H 1.65804 -2.28821 -1.06602  0.26
H 2.60665 -0.88913 -1.54301  0.23
H 1.95098 1.15214 -0.02710  0.18
H 2.13092 0.66294 1.67337  0.25
H 0.03778 1.74174 1.52665  0.22
H -0.26257 0.00696 1.76892  0.20
Al -0.06181 -0.23487 -1.50083  2.00
C -2.45434 0.17364 -0.15588  -0.16
H -2.93230 0.61743 -1.04077  0.28
H -3.31965 0.52923 0.41880  0.20
H -2.25282 -0.50345 0.68686  0.26

The calculation puts the HOMO energy at -13.8887 eV. The value obtained for the LUMO energy is -5.4 eV. The charge is +1. The value obtained for the orbital gap is 8.51 eV.



(4)
Molecular formula: C3H8FP
Method: DFT, ωB97M-V/def2-TZVPD

Each line ends with the Mulliken spin population.
Geometry (Å):
C -2.23271 0.25874 -0.01278  0.07
C 2.68379 -0.40639 0.09638  0.90
C -0.88747 -0.48750 -0.26951  -0.01
F 0.27434 1.52758 0.80916  0.03
P 0.28707 0.95768 -0.70063  0.96
H -1.94925 1.25193 0.53222  -0.03
H -2.63422 0.60378 -0.96576  -0.02
H -2.98729 -0.33479 0.47978  0.00
H 3.52554 -0.17842 -0.66274  0.01
H 2.45832 -1.43213 0.23301  0.04
H 2.82626 0.18728 1.03130  0.02
H -0.93969 -0.99716 -1.20867  0.00
H -0.42469 -0.95060 0.63825  0.01

As for the multiplicity: 3. The calculation puts the HOMO energy (alpha / beta) at -6.8993 / -9.6726 eV. The value obtained for the LUMO energy (alpha / beta) is 1.2 / -1.4 eV. The value obtained for the orbital gap (alpha / beta) is 8.09 / 8.29 eV.



(5)
Molecular formula: C2H3BF5O4S
Method: DFT, ωB97M-V/def2-TZVPD

Each line ends with the natural charge from an NBO analysis.
Geometry (Å):
O 3.91837 -0.74582 0.91725  -0.55
C 3.52754 -0.26556 -0.09503  0.65
O 2.56807 -0.78735 -0.92226  -0.51
C 1.49068 -1.41089 -0.23804  -0.34
S 0.05067 -0.28084 0.02499  2.33
O 0.08212 0.17502 1.38484  -0.89
O -1.11648 -1.05603 -0.25612  -0.86
F 0.26460 0.95793 -0.94491  -0.45
H 4.00315 0.67514 -0.45312  0.13
H 1.16720 -2.26477 -0.86102  0.23
H 1.73423 -1.82322 0.75556  0.25
B -3.53937 1.36299 0.13925  1.35
F -4.64279 2.24850 0.04172  -0.59
F -3.28881 1.06735 1.49986  -0.58
F -3.83185 0.16813 -0.55989  -0.58
F -2.38735 1.97943 -0.43307  -0.60

The calculation puts the HOMO energy at -7.3164 eV. The value obtained for the LUMO energy is 2.6 eV. The charge is -1. The value obtained for the orbital gap is 9.87 eV.



(6)
Molecular formula: C27H23MnOP2S2
Method: DFT, ωB97M-V/def2-TZVPD

Each line ends with the Mulliken spin population.
Geometry (Å):
Mn 0.77605 0.04449 -0.11862  4.19
S 1.68046 0.64806 1.96281  0.07
P -0.13482 -0.26019 2.34444  -0.06
C -0.91783 -0.79095 0.92280  0.07
P -0.56377 -2.25438 0.12993  -0.02
S 1.07454 -2.07568 -1.10435  0.00
C -1.99672 -2.67972 -0.91311  0.02
C -1.85858 -3.41995 -2.08336  -0.01
C -2.97780 -3.77493 -2.82587  0.00
C -4.24431 -3.39436 -2.39992  0.00
C -4.38801 -2.65152 -1.23529  0.00
C -3.26743 -2.29170 -0.49595  -0.01
C -0.34055 -3.75079 1.13988  0.01
C -1.36532 -4.10687 2.01795  0.00
C -1.26424 -5.25630 2.78602  0.00
C -0.14083 -6.06794 2.67727  0.00
C 0.88084 -5.72112 1.80666  0.00
C 0.78393 -4.56234 1.04165  0.00
C 0.11032 -1.48918 3.65663  0.00
C 1.29124 -2.21544 3.76120  0.01
C 1.42367 -3.19088 4.74247  0.00
C 0.38630 -3.43149 5.63321  0.00
C -0.79320 -2.70408 5.53920  0.00
C -0.93354 -1.74173 4.54890  0.00
C -1.17669 0.98792 3.15511  -0.01
C -0.70359 1.65225 4.28732  0.00
C -1.48934 2.60047 4.92089  0.00
C -2.75468 2.89858 4.42056  0.00
C -3.22438 2.24849 3.28956  0.00
C -2.43556 1.29023 2.65518  0.00
H -0.86957 -3.71058 -2.42278  0.00
H -2.86042 -4.34530 -3.73954  0.00
H -5.11676 -3.66838 -2.98101  0.00
H -5.37266 -2.34312 -0.90621  0.00
H -3.36572 -1.68512 0.39678  0.00
H -2.24506 -3.47765 2.10228  0.00
H -2.06115 -5.52059 3.47022  0.00
H -0.06268 -6.96793 3.27634  0.00
H 1.75816 -6.35152 1.72142  0.00
H 1.58305 -4.28886 0.36346  0.00
H 2.10626 -2.00904 3.07796  0.00
H 2.34309 -3.75987 4.81499  0.00
H 0.49683 -4.18793 6.40155  0.00
H -1.60171 -2.88527 6.23713  0.00
H -1.85233 -1.17120 4.47865  0.00
H 0.28683 1.42714 4.66980  0.00
H -1.11784 3.11105 5.80146  0.00
H -3.36804 3.64379 4.91283  0.00
H -4.20471 2.48650 2.89523  0.00
H -2.77972 0.77509 1.76626  0.00
C 2.38412 1.22716 -2.73571  -0.06
C 1.45823 1.05174 -1.59505  -0.23
O 0.47045 1.72640 -1.36696  0.03
H 2.31575 2.23207 -3.15059  -0.01
H 2.08191 0.49528 -3.49075  0.00
H 3.40252 0.98591 -2.43702  0.00

As for the multiplicity: 5. The calculation puts the HOMO energy (alpha / beta) at -7.4870 / -7.9349 eV. The value obtained for the LUMO energy (alpha / beta) is -0.3 / 0.3 eV. The value obtained for the orbital gap (alpha / beta) is 7.23 / 8.19 eV.



(7)
Molecular formula: C8H18NS2
Method: DFT, ωB97M-V/def2-TZVPD

Each line ends with the natural charge from an NBO analysis.
Geometry (Å):
C -1.79610 0.18485 0.49424  -0.11
C -1.51755 0.32900 1.98977  -0.74
C 0.03281 2.48974 -0.02526  -0.60
C 1.95620 1.29076 -0.94289  -0.61
C 0.37708 -2.01391 -1.59303  -0.65
C 0.15796 -2.12540 0.92427  -0.62
C 0.75916 1.13894 0.04255  -0.07
C 0.57635 -1.27234 -0.26103  -0.03
N -0.15905 0.07893 -0.34314  -0.43
S -2.83237 0.97707 -0.66092  0.26
S -2.87484 -1.04360 -0.22259  0.21
H -0.62383 0.73062 2.36850  0.26
H -1.91114 -0.63030 2.56889  0.28
H -2.27057 1.19877 2.30617  0.28
H 0.14428 2.79518 -0.96874  0.22
H -0.97569 2.49942 0.34682  0.20
H 0.51449 3.15101 0.54403  0.23
H 1.66202 1.62641 -1.96958  0.22
H 2.49486 0.34101 -1.33229  0.23
H 2.59920 1.96255 -0.62962  0.23
H -0.44991 -2.60781 -1.62068  0.23
H 0.14814 -1.47947 -2.50771  0.22
H 1.21484 -2.70445 -1.72408  0.25
H -0.52937 -2.82860 0.69810  0.22
H -0.28763 -1.43996 1.73633  0.22
H 1.04580 -2.67637 1.25317  0.24
H 1.27998 1.05282 0.93272  0.23
H 1.55649 -1.10546 -0.04412  0.22
H -0.29161 0.08059 -1.35992  0.44

The calculation puts the HOMO energy at -12.7600 eV. The value obtained for the LUMO energy is -4.0 eV. The charge is +1. The value obtained for the orbital gap is 8.74 eV.



(8)
Molecular formula: C4H12NO
Method: DFT, ωB97M-V/def2-TZVPD

Each line ends with the Mulliken spin population.
Geometry (Å):
C 2.92765 -0.21138 1.96284  0.01
C 1.34583 -0.32352 1.63968  0.04
C 0.85355 0.37381 0.37329  0.28
C -0.37973 0.15442 -0.03159  0.44
N -0.65686 -0.22342 -1.38844  0.01
H 3.45267 -0.78545 1.16399  0.00
H 3.29767 0.79358 1.96676  0.00
H 3.19188 -0.64150 2.87943  0.00
H 0.98924 -1.31826 1.47015  0.07
H 0.70077 0.04574 2.43111  0.06
H 1.76650 0.53802 -0.25878  0.02
H -1.31124 0.19591 0.54336  0.02
H 0.15885 0.10161 -1.95876  0.00
H -1.54328 0.07304 -1.88309  0.01
H -0.79819 -1.34231 -1.38842  0.02
H -3.31789 1.25300 -1.74073  0.00
H -3.99692 0.09579 -2.47237  0.00
O -3.30947 0.32434 -1.83737  0.01

As for the multiplicity: 2. The calculation puts the HOMO energy (alpha / beta) at -20.2537 / -20.2670 eV. The value obtained for the LUMO energy (alpha / beta) is -10.3 / -13.6 eV. The charge is +2. The value obtained for the orbital gap (alpha / beta) is 9.99 / 6.66 eV.



Quick rundown of E_tot, same order as above: -127201.8698 -43199.0965 -17693.5140 -15243.3103 -35418.7590 -101988.9700 -31738.4368 -7858.0144 eV